# C44H46Br8N6O12

A cluster of 10 separate species, C44H46Br8N6O12 in total at a distorted geometry (ωB97M-V with the def2-TZVPD basis set, OMol25).

The calculation puts the HOMO-LUMO gap at 8.9 eV. Its energy above the lowest of the compared OMol25 structures with the same formula, charge and spin is 4.914 eV. The value obtained for the molar mass is 1490.11 g/mol. The calculation puts the LUMO energy at -0.03264 Eh. For the largest force on an atom, the calculation gives 4.10 eV Å⁻¹.

XYZ file:
```
116
Properties=species:S:1:pos:R:3:mulliken_charge:R:1
O -2.46486 1.73486 -4.54132 -0.5257
N -1.83594 2.32237 -3.68136 0.8429
O -1.45769 3.51636 -3.81966 -0.5364
C -1.53426 1.56830 -2.45320 0.1545
C -1.44164 0.16588 -2.48967 -0.2129
C -1.20812 -0.58365 -1.30546 -0.5271
C -1.20525 0.08945 -0.11931 -0.2788
C -1.31882 1.46571 -0.10413 -0.6086
C -1.39932 2.16119 -1.25179 -0.2278
H -1.57396 -0.36923 -3.41840 0.4002
H -1.05654 -1.65293 -1.31417 0.3964
H -1.12577 -0.43167 0.82330 0.3718
H -1.23383 2.00446 0.82804 0.3613
H -1.54461 3.23121 -1.26979 0.3902
O -1.84565 7.62637 5.36893 -0.5439
N -2.12935 8.86320 5.33335 0.8354
O -1.75175 9.53509 4.36473 -0.5283
C -2.85256 9.52708 6.40902 0.2007
C -3.77575 8.82464 7.19820 -0.2482
C -4.66230 9.46640 8.01471 -0.4797
C -4.67413 10.86892 8.00631 -0.3738
C -3.74392 11.53974 7.26799 -0.3520
C -2.81057 10.90210 6.46386 -0.4333
H -3.75179 7.74646 7.25625 0.4347
H -5.40173 8.91806 8.57948 0.3771
H -5.36757 11.50825 8.53244 0.3724
H -3.68668 12.61579 7.34045 0.3360
H -2.06747 11.43940 5.89332 0.4018
O 1.90529 -5.00025 6.41861 -0.5830
N 1.55723 -6.16634 6.53395 0.9453
O 0.65725 -6.72706 5.92953 -0.5696
C 2.23142 -7.07519 7.43415 0.1032
C 3.10111 -6.49764 8.40193 -0.1753
C 3.81062 -7.30504 9.34501 -0.6368
C 3.57282 -8.66909 9.27926 -0.1844
C 2.71535 -9.25576 8.37113 -0.5214
C 2.12155 -8.51725 7.42076 -0.2546
H 3.23377 -5.42584 8.39639 0.3993
H 4.47714 -6.89645 10.09013 0.3887
H 4.20315 -9.30061 9.88775 0.3272
H 2.64941 -10.33372 8.37797 0.3607
H 1.55914 -8.96873 6.61686 0.4007
O 6.37034 -2.02459 1.94103 -0.5439
N 6.30435 -1.34415 0.94209 0.8940
O 6.68755 -1.75798 -0.15813 -0.5536
C 5.76010 0.08988 1.04218 0.2413
C 5.03813 0.53058 2.13309 -0.2787
C 4.49478 1.80002 2.25768 -0.4363
C 4.83794 2.75991 1.33208 -0.4572
C 5.55763 2.32912 0.15773 -0.4872
C 6.06789 1.00685 0.09480 -0.2385
H 4.72201 -0.20640 2.85650 0.3529
H 3.84952 1.97696 3.10546 0.3716
H 4.45736 3.77052 1.34723 0.3680
H 5.74387 3.08144 -0.59443 0.3712
H 6.73569 0.58653 -0.64261 0.3959
O -3.84883 4.17047 12.04708 -0.5883
N -2.86215 3.60356 11.51558 0.9551
O -1.75854 3.59852 11.97276 -0.5702
C -3.01830 2.84642 10.23917 0.1922
C -1.92823 2.18521 9.67125 -0.2522
C -2.03295 1.64401 8.40477 -0.4452
C -3.25195 1.71995 7.69647 -0.4730
C -4.34807 2.36896 8.32513 -0.3192
C -4.25248 2.90200 9.55981 -0.4347
H -0.98336 2.05223 10.17717 0.4224
H -1.13860 1.29126 7.91272 0.3506
H -3.48463 1.31520 6.72259 0.3730
H -5.22663 2.41921 7.69903 0.3538
H -5.10995 3.38283 10.00697 0.4370
O -3.62761 -5.53606 -10.00460 -0.5860
N -2.60888 -6.07327 -9.57820 0.9468
O -2.27686 -5.95586 -8.42591 -0.5789
C -1.75294 -6.97939 -10.47242 0.0818
C -0.57890 -7.62867 -9.93847 -0.2757
C 0.31843 -8.27616 -10.81228 -0.5528
C -0.10070 -8.45625 -12.10839 -0.1963
C -1.34343 -7.97490 -12.68650 -0.6088
C -2.13392 -7.18345 -11.81763 -0.1712
H -0.26949 -7.38719 -8.93232 0.3983
H 1.24962 -8.72584 -10.50072 0.4058
H 0.59115 -8.93177 -12.78782 0.3252
H -1.66799 -8.10122 -13.70881 0.3817
H -3.06891 -6.72035 -12.09641 0.4313
Br 5.20462 -10.42759 2.56212 -0.1548
C 4.69580 -9.35859 0.97293 -0.6027
C 3.74971 -8.19364 1.31613 -0.5189
Br 3.40979 -6.97596 -0.17850 -0.1445
H 4.18030 -10.10227 0.36523 0.3371
H 5.60422 -9.14840 0.40839 0.3901
H 4.20613 -7.69135 2.16906 0.3431
H 2.76570 -8.52408 1.64874 0.3509
Br 3.58898 -0.73164 -7.41932 -0.1774
C 2.43432 -1.57932 -8.73354 -0.5719
C 3.45384 -1.95352 -9.80362 -0.6502
Br 2.30634 -2.71503 -11.22185 -0.1844
H 1.75676 -0.82243 -9.12868 0.3957
H 1.96708 -2.48687 -8.35124 0.3961
H 4.16104 -2.72652 -9.50289 0.3947
H 3.93966 -1.08639 -10.25102 0.3961
Br 1.84208 9.29395 -5.80136 -0.1574
C 1.87804 10.11582 -3.88971 -0.7606
C 2.50815 9.21530 -2.88526 -0.4798
Br 4.37024 8.81451 -3.29871 -0.1164
H 0.89100 10.50440 -3.63900 0.4186
H 2.48520 11.01829 -3.96051 0.3938
H 1.92447 8.29513 -2.85886 0.3473
H 2.38241 9.75710 -1.94785 0.3548
Br -8.59344 3.30025 -11.93385 -0.1247
C -8.36018 1.72768 -10.77921 -0.5656
C -6.95244 1.78861 -10.13032 -0.6168
Br -5.48707 1.76137 -11.48017 -0.1086
H -8.40019 0.88540 -11.46990 0.3148
H -9.26003 1.66141 -10.16767 0.3768
H -6.77213 1.03819 -9.36061 0.3815
H -6.86596 2.71282 -9.55897 0.3427
```

=====

# C44H46N3

A structure of composition C44H46N3 at a distorted geometry (ωB97M-V with the def2-TZVPD basis set, OMol25).

The calculation puts the HOMO-LUMO gap at 4.7 eV. The value obtained for the molar mass is 616.87 g/mol. The calculation puts the LUMO energy at -0.13155 Eh. For the largest force on an atom, the calculation gives 3.49 eV Å⁻¹. The total charge is +1.

XYZ file:
```
93
Properties=species:S:1:pos:R:3:mulliken_charge:R:1
C 7.20950 1.56187 -0.82674 -1.4331
C 5.80124 2.08540 -0.73261 0.4663
C 4.80322 1.51493 -1.53361 -0.4882
C 3.45603 1.84360 -1.39343 1.1477
C 2.42924 1.13666 -2.22153 -1.2182
C 3.10395 2.84335 -0.46277 0.1505
N 1.75373 3.31415 -0.34959 0.8744
C 0.58193 2.60648 -0.30554 -1.1358
N -0.41793 3.47383 -0.48702 0.3392
C -1.76483 3.09461 -0.52226 -0.1817
C -2.05445 2.01722 0.31796 1.3096
C -0.94015 1.47281 1.09525 -1.4795
C -3.36981 1.56271 0.38664 -0.2110
C -4.34625 2.10135 -0.46454 0.4217
C -5.73076 1.53481 -0.35924 -1.2966
C -4.00261 3.11350 -1.36852 -1.1979
C -2.69725 3.63290 -1.43146 1.2908
C -2.35620 4.62565 -2.49302 -1.8239
C 0.09538 4.75748 -0.70039 -0.9959
C 1.43435 4.64860 -0.67919 -0.7732
C 4.10068 3.51288 0.27227 0.8375
C 3.76391 4.58036 1.26335 -1.7466
C 5.42339 3.08914 0.15753 -0.9882
H 7.84611 2.04701 -0.08712 0.3736
H 7.22515 0.47975 -0.65066 0.2223
H 7.62693 1.73677 -1.82649 0.3410
H 5.10370 0.72847 -2.24526 0.3697
H 1.40888 1.39661 -1.90482 -0.0236
H 2.54849 1.38562 -3.28762 0.4637
H 2.55697 0.04670 -2.10586 0.1881
H -1.07138 0.44251 1.37050 -0.2418
H 0.18727 1.56586 0.33594 0.8044
H -0.69081 2.08655 1.96719 0.4565
H -3.64079 0.77392 1.09059 0.2575
H -6.38300 1.97345 -1.11309 0.3493
H -5.70514 0.44289 -0.48701 0.2056
H -6.14917 1.72757 0.63871 0.2719
H -4.75250 3.50224 -2.04442 0.3419
H -3.23458 4.70825 -3.14793 0.3777
H -2.14362 5.63561 -2.11707 0.3544
H -1.50266 4.30810 -3.11798 0.3410
H -0.58024 5.58387 -0.77278 0.6687
H 2.19471 5.35950 -0.91367 0.7061
H 4.64916 4.69562 1.90385 0.4353
H 3.55065 5.56602 0.83199 0.3307
H 2.91563 4.28723 1.90009 0.3193
H 6.17666 3.52411 0.81459 0.3096
C -5.00010 -0.22042 3.66595 -0.5376
C -5.84828 -0.65922 2.64433 -0.6124
C -5.45623 -1.69503 1.79283 -0.3926
C -4.19581 -2.28294 1.95107 0.5631
C -3.76330 -3.38199 1.02381 -0.7991
N -2.31376 -3.31623 0.69409 0.4591
C -1.52566 -4.54951 0.94931 -1.1158
C -0.79930 -5.06075 -0.25404 0.5796
C 0.49263 -5.56689 -0.09527 -0.2794
C 1.20118 -6.02491 -1.20948 -0.7161
C 0.60572 -6.01143 -2.47615 -0.4760
C -0.70734 -5.54869 -2.61495 -0.6370
C -1.42074 -5.08109 -1.50715 -0.1709
C -1.76207 -2.18873 0.27404 -1.0477
C -0.37151 -2.05837 -0.06470 -0.5925
C 0.54612 -1.43389 0.74105 0.0140
C 1.96895 -1.37421 0.48695 0.7759
C 2.80558 -0.62331 1.34295 -0.4483
C 4.18674 -0.61533 1.17572 -0.6817
C 4.77541 -1.34067 0.13993 -0.4866
C 3.96749 -2.05471 -0.74851 -0.6844
C 2.57363 -2.06571 -0.59256 -0.4822
C -3.35890 -1.87686 2.99702 -0.1060
C -3.75453 -0.83984 3.84506 -0.6865
H -5.30708 0.57983 4.34952 0.3897
H -6.83457 -0.19824 2.52701 0.4521
H -6.10825 -2.04403 0.99184 0.4057
H -3.94830 -4.36905 1.46671 0.3778
H -4.34088 -3.33838 0.08963 0.3699
H -0.81320 -4.35472 1.75842 0.4028
H -2.22588 -5.30705 1.33051 0.5603
H 0.94350 -5.57563 0.89483 0.4158
H 2.21367 -6.41468 -1.09301 0.4207
H 1.14815 -6.37013 -3.35981 0.3991
H -1.21209 -5.56044 -3.58454 0.3941
H -2.44039 -4.70821 -1.60550 0.3592
H -2.43646 -1.32409 0.14292 0.6487
H -0.06371 -2.49296 -1.02847 0.7244
H 0.20793 -1.03315 1.69629 0.5031
H 2.35439 -0.07322 2.18049 0.3283
H 4.82295 -0.07091 1.87859 0.4047
H 5.87147 -1.37783 0.02440 0.4998
H 4.41965 -2.65354 -1.53821 0.4172
H 1.95725 -2.67243 -1.25574 0.2085
H -2.38528 -2.35524 3.12314 0.3895
H -3.08150 -0.54365 4.65647 0.3987
```

=====

# C44H46N4O5Ti

A structure of composition C44H46N4O5Ti at a distorted geometry (ωB97M-V with the def2-TZVPD basis set, OMol25).

The calculation puts the HOMO-LUMO gap at 7.4 eV. Its energy above the lowest of the compared OMol25 structures with the same formula, charge and spin is 0.000 eV. The value obtained for the molar mass is 758.74 g/mol. The calculation puts the LUMO energy at -0.21376 Eh. For the largest force on an atom, the calculation gives 1.44 eV Å⁻¹. The total charge is +2.

XYZ file:
```
100
Properties=species:S:1:pos:R:3:mulliken_charge:R:1
Ti -18.37878 4.28005 0.44988 0.0831
C -23.51775 0.79634 1.05805 -2.0049
C -22.85963 1.26621 -0.20453 1.4403
C -23.60878 0.83273 -1.42425 -1.9036
O -21.49366 0.81413 -0.28225 -0.4162
C -20.57784 1.89447 -0.20854 0.0978
C -21.45442 3.10735 0.19449 0.1551
O -22.74284 2.69076 -0.19397 -0.2440
C -21.21354 4.45978 -0.53359 1.9386
O -19.94152 4.89328 -0.03672 0.5125
C -22.14101 5.60025 -0.17884 0.2987
C -21.70919 6.89471 -0.49352 -0.5145
C -22.55022 7.97603 -0.29847 -0.9354
C -23.83518 7.78428 0.20028 -0.7337
C -24.25276 6.50281 0.52444 -1.0281
C -23.40389 5.41256 0.33498 -0.5962
C -21.01913 4.38748 -2.02599 0.0897
C -21.99973 3.77479 -2.79784 -0.5665
C -21.87157 3.73990 -4.17555 -1.0331
C -20.78031 4.33892 -4.80229 -0.7530
C -19.83359 5.00251 -4.03963 -0.9509
C -19.96582 5.03522 -2.65908 -0.1798
C -19.36420 1.43950 0.65947 2.4592
O -18.63574 2.63916 0.93685 0.8305
C -18.42529 0.53051 -0.11281 0.1858
C -17.04902 0.73343 -0.13196 -0.4156
C -16.22123 -0.16788 -0.78963 -0.9410
C -16.76357 -1.28766 -1.40468 -0.7853
C -18.14171 -1.50369 -1.36184 -0.9236
C -18.96120 -0.60068 -0.70725 -0.7492
C -19.52302 0.83085 2.03958 1.2023
C -20.49930 -0.10598 2.32120 -1.1368
C -20.51614 -0.77593 3.53790 -0.9110
C -19.55242 -0.52874 4.49670 -0.9822
C -18.55423 0.39793 4.22029 -0.6444
C -18.51974 1.05858 2.99727 -1.1239
H -23.54311 -0.28481 1.08940 0.4668
H -24.54672 1.14600 1.07730 0.4428
H -23.00659 1.16488 1.94981 0.3043
H -23.83492 -0.22766 -1.36341 0.4471
H -23.02514 1.00185 -2.33596 0.4394
H -24.56782 1.35124 -1.48556 0.3956
H -20.13065 2.06832 -1.20485 0.1061
H -21.41062 3.29900 1.28365 0.0548
H -20.72813 7.06265 -0.91960 0.5050
H -22.21291 8.97477 -0.54841 0.4580
H -24.48941 8.63317 0.33858 0.4517
H -25.23760 6.32606 0.93842 0.4906
H -23.75782 4.42590 0.58869 0.6278
H -22.86820 3.32977 -2.33866 0.8775
H -22.62970 3.23808 -4.76716 0.4933
H -20.69148 4.32892 -5.87977 0.4651
H -19.01219 5.52596 -4.51986 0.4850
H -19.24084 5.58153 -2.08832 0.4573
H -16.61646 1.59230 0.36767 0.4253
H -15.15367 0.00827 -0.81853 0.4746
H -16.11435 -1.98558 -1.92110 0.4215
H -18.57926 -2.37210 -1.82370 0.5317
H -20.02581 -0.79783 -0.68183 0.3951
H -21.25161 -0.35286 1.59139 0.6912
H -21.29232 -1.51573 3.72317 0.4972
H -19.56758 -1.06096 5.44340 0.4494
H -17.76785 0.58213 4.93983 0.4896
H -17.67484 1.69535 2.77573 0.3957
C -17.29885 2.40039 -3.26050 -0.5788
C -17.00216 3.48143 -2.29884 0.1759
O -17.77296 3.67463 -1.31925 0.0106
N -15.98339 4.29256 -2.44993 0.0033
C -15.78622 5.42668 -1.56251 -1.6221
C -15.35588 5.00379 -0.18465 1.0962
C -14.03841 4.69864 0.07943 -0.7796
C -13.65101 4.31943 1.36023 -0.6044
C -14.60327 4.31629 2.35996 -1.0569
C -15.89368 4.63257 2.03674 -0.3162
N -16.29204 4.93319 0.78577 0.2844
H -18.31111 2.55717 -3.63003 0.0567
H -17.26304 1.44148 -2.73997 -0.0705
H -16.58417 2.39597 -4.08217 0.5990
H -15.38295 4.15480 -3.24288 0.3159
H -16.70176 6.01410 -1.52992 -0.0207
H -15.02572 6.07007 -2.00907 0.7543
H -13.31284 4.77472 -0.71147 0.5238
H -12.62019 4.06193 1.56282 0.4774
H -14.36508 4.08658 3.38296 0.5460
H -16.66165 4.63986 2.79465 0.5539
C -21.33462 3.86489 4.75368 -1.4624
C -20.46070 4.66029 3.84357 1.0967
C -20.45774 6.00427 3.47377 -1.1214
C -19.42770 6.14977 2.56899 0.4044
N -18.83372 4.96164 2.37505 0.2376
N -19.49339 4.07270 3.15919 -0.1245
C -18.96972 7.35644 1.82148 -1.0331
H -21.68421 4.47327 5.57861 0.4264
H -20.80189 3.01115 5.16283 0.3636
H -22.20102 3.47486 4.21694 0.2270
H -21.12721 6.75417 3.85470 0.5792
H -19.23026 3.09875 3.18550 -0.2120
H -19.80250 7.97267 1.49707 0.3441
H -18.38730 7.11816 0.92768 0.0218
H -18.31749 7.95339 2.46382 0.3436
```